#one
Below is 3 unconnected molecules or ions with the total composition C4H12IN2, with properties calculated with the ωB97M-V functional and the def2-TZVPD basis.

Geometry (Å):
C: 1.879 -2.037 -1.479
C: 0.497 -0.422 -2.548
C: -1.075 1.327 -0.251
C: 0.548 -0.495 -0.131
N: 0.910 -0.970 -1.264
N: -1.863 1.121 0.755
I: -1.004 1.515 4.847
H: 1.455 -2.942 -1.871
H: 2.658 -1.658 -2.105
H: 2.364 -2.225 -0.587
H: 1.315 -0.636 -3.194
H: -0.378 -1.024 -2.889
H: 0.195 0.594 -2.437
H: -1.146 0.637 -1.131
H: -0.473 2.165 -0.257
H: 1.326 -0.515 0.669
H: -2.455 0.305 0.749
H: 0.250 2.502 5.249
H: -1.930 1.655 1.606

charge	+1
HOMO	-12.386	eV

Charge distribution, Mulliken scheme, values in e: C -1.01; C -1.07; C -0.53; C -0.04; N 0.04; N -0.17; I -0.11; H 0.33; H 0.40; H 0.39; H 0.32; H 0.37; H 0.43; H 0.43; H 0.40; H 0.22; H 0.26; H 0.14; H 0.19



#two
Below is 2 unconnected molecules or ions with the total composition C4H12IN2, with properties calculated with the ωB97M-V functional and the def2-TZVPD basis.

Geometry (Å):
C: 1.882 2.000 0.343
C: -0.676 0.265 -0.402
C: -2.891 -0.962 -0.205
C: -0.759 -1.954 0.040
N: 2.175 0.631 0.664
N: -1.472 -0.922 -0.254
I: 3.753 -0.238 -0.236
H: 1.104 2.204 -0.314
H: 1.511 2.505 1.220
H: 2.746 2.681 0.112
H: 0.342 -0.027 0.000
H: -0.595 0.330 -1.482
H: -1.055 1.145 0.065
H: -3.456 -0.981 0.806
H: -3.254 -0.249 -0.893
H: -3.232 -1.950 -0.537
H: 0.345 -1.674 0.037
H: -1.288 -2.891 0.101
H: 4.820 0.086 0.936

charge	+1
HOMO	-11.409	eV

Charge distribution, Mulliken scheme, values in e: C -0.75; C -0.65; C -0.86; C -0.06; N -0.63; N 0.17; I 0.31; H 0.23; H 0.33; H 0.34; H 0.06; H 0.38; H 0.43; H 0.32; H 0.38; H 0.35; H 0.21; H 0.26; H 0.17



Stability summary: most stable #one, least stable #two.



#one
Below is H2O in the gas phase, with properties calculated with the ωB97M-V functional and the def2-TZVPD basis.

Geometry (Å):
H: 0.702 0.293 -0.292
H: -0.777 -0.308 -0.128
O: 0.074 0.015 0.420

structure (SMILES)	O
HOMO	-11.509	eV

Charge distribution, Mulliken scheme, values in e: H 0.33; H 0.34; O -0.66



#two
Below is H2O in the gas phase, with properties calculated with the ωB97M-V functional and the def2-TZVPD basis.

Geometry (Å):
H: 0.761 -0.224 -0.027
H: -0.639 0.339 -0.322
O: -0.122 -0.115 0.350

structure (SMILES)	O
HOMO	-11.621	eV

Charge distribution, Mulliken scheme, values in e: H 0.32; H 0.32; O -0.64



#three
Below is 2 unconnected molecules or ions with the total composition H2O, with properties calculated with the ωB97M-V functional and the def2-TZVPD basis.

Geometry (Å):
O: -0.028 0.136 0.025
H: 0.557 -1.275 1.155
H: -0.195 0.008 -0.916

HOMO	-11.097	eV

Charge distribution, Mulliken scheme, values in e: O -0.62; H 0.32; H 0.30



#four
Below is H2O in the gas phase, with properties calculated with the ωB97M-V functional and the def2-TZVPD basis.

Geometry (Å):
H: -0.658 0.517 -0.084
H: 0.366 -0.745 0.019
O: 0.291 0.229 0.065

structure (SMILES)	O
HOMO	-11.534	eV

Charge distribution, Mulliken scheme, values in e: H 0.33; H 0.33; O -0.65



Stability summary: most stable #two, least stable #three.



#one
Below is 3 unconnected molecules or ions with the total composition C3H10N2S, with properties calculated with the ωB97M-V functional and the def2-TZVPD basis.

Geometry (Å):
N: 1.302 0.581 0.268
C: 0.559 1.779 0.094
C: -0.565 2.149 0.839
S: -0.499 -1.102 2.509
C: -0.660 -1.152 -1.060
N: 0.267 -1.376 -2.155
H: 0.858 -0.113 1.084
H: 1.332 0.022 -0.650
H: 0.788 2.254 -0.808
H: -1.137 2.947 0.464
H: -0.831 1.509 1.632
H: 0.387 -2.169 2.432
H: -1.712 -1.084 -1.207
H: -0.136 -0.146 -1.230
H: -0.443 -1.636 -0.079
H: 0.488 -2.463 -2.132

HOMO	-8.226	eV

Charge distribution, Mulliken scheme, values in e: N -0.55; C -0.08; C -0.63; S -0.45; C -0.33; N -0.40; H 0.16; H 0.35; H 0.45; H 0.28; H 0.17; H 0.13; H 0.31; H 0.22; H 0.12; H 0.26



#two
Below is C3H10N2S in the gas phase, with properties calculated with the ωB97M-V functional and the def2-TZVPD basis.

Geometry (Å):
N: -1.622 0.122 0.794
C: -0.467 0.416 -0.077
C: 0.662 -0.429 0.485
S: 0.656 -2.287 0.217
C: -0.229 1.982 -0.108
N: 0.583 2.339 -1.386
H: -2.477 0.274 0.284
H: -1.575 0.642 1.677
H: -0.676 0.235 -1.074
H: 0.664 -0.357 1.577
H: 1.663 -0.049 0.112
H: -0.641 -2.480 -0.142
H: -1.192 2.457 -0.167
H: 0.208 2.608 0.515
H: 0.055 2.771 -2.123
H: 0.945 1.450 -1.782

structure (SMILES)	NC[C@H](N)CS
HOMO	-8.859	eV

Charge distribution, Mulliken scheme, values in e: N -0.60; C -0.10; C -0.59; S -0.28; C -0.93; N -0.64; H 0.25; H 0.24; H 0.56; H 0.32; H 0.33; H 0.14; H 0.37; H 0.44; H 0.22; H 0.26



Stability summary: most stable #two, least stable #one.



#one
Below is 2 unconnected molecules or ions with the total composition C3H10N2S, with properties calculated with the ωB97M-V functional and the def2-TZVPD basis.

Geometry (Å):
C: 0.467 -1.546 -0.856
S: 0.242 -0.006 -1.772
C: -1.199 -0.473 -2.746
H: 0.715 -2.356 -1.539
H: -0.423 -1.789 -0.275
H: 1.293 -1.406 -0.162
H: -1.420 0.363 -3.408
H: -0.990 -1.345 -3.365
H: -2.057 -0.680 -2.111
N: 0.599 1.073 3.565
C: 0.328 0.979 2.225
N: -0.596 0.238 1.773
H: 1.520 1.376 3.847
H: 0.194 0.358 4.150
H: 0.939 1.642 1.607
H: -0.648 0.371 0.764

structure (SMILES)	[H]/N=C/N.CSC
HOMO	-8.604	eV

Charge distribution, Mulliken scheme, values in e: C -0.94; S -0.09; C -0.78; H 0.34; H 0.33; H 0.31; H 0.31; H 0.27; H 0.26; N -0.45; C 0.12; N -0.74; H 0.23; H 0.25; H 0.31; H 0.26



#two
Below is 2 unconnected molecules or ions with the total composition C3H10N2S, with properties calculated with the ωB97M-V functional and the def2-TZVPD basis.

Geometry (Å):
C: 2.018 0.385 0.978
S: 1.882 -0.957 -0.269
H: 2.058 -0.040 2.000
H: 2.986 0.905 0.822
H: 1.268 1.184 0.980
H: 1.417 -0.169 -1.219
C: -2.515 -0.440 1.207
N: -1.352 -0.035 0.332
C: -1.471 0.936 -0.654
N: -0.600 1.068 -1.622
H: -2.169 -1.059 2.048
H: -3.056 0.436 1.591
H: -3.174 -1.061 0.600
H: -0.625 -0.689 0.185
H: -2.334 1.630 -0.508
H: -1.011 1.661 -2.356

structure (SMILES)	[H]/N=C/NC.CS
HOMO	-8.729	eV

Charge distribution, Mulliken scheme, values in e: C -0.71; S -0.30; H 0.26; H 0.29; H 0.26; H 0.15; C -0.81; N -0.05; C -0.03; N -0.56; H 0.28; H 0.27; H 0.32; H 0.11; H 0.29; H 0.21



Stability summary: most stable #one, least stable #two.